[1]
Computed, not measured: C35H28AsI2N2O4PPd as an isolated structure, with ωB97M-V/def2-TZVPD.

Output
Spin multiplicity: 1
Kohn-Sham gap (eV): 4.625
Total charge: -2
Highest occupied orbital energy (eV): -1.003

Geometry (Å):
Pd  -1.344  -2.327  -2.061
I  -2.843  -4.316  3.209
C  -3.738  -2.905  1.938
C  -4.623  -1.977  2.459
C  -5.186  -1.023  1.643
I  -6.518  0.356  2.525
C  -4.866  -0.947  0.265
C  -5.372  0.019  -0.632
C  -4.970  0.021  -1.940
C  -4.040  -0.933  -2.375
N  -3.545  -1.841  -1.560
C  -3.944  -1.896  -0.269
C  -3.331  -2.962  0.566
O  -2.546  -3.797  0.103
H  -4.870  -1.999  3.512
H  -6.078  0.757  -0.272
H  -5.356  0.756  -2.636
H  -3.674  -0.960  -3.397
O  -2.408  -1.828  -4.911
N  -1.855  -2.938  -5.061
O  -1.634  -3.393  -6.200
O  -1.495  -3.595  -4.049
C  1.300  -0.114  -1.391
C  2.247  0.535  -0.367
As  1.445  1.918  0.807
C  3.115  2.841  1.319
C  3.177  3.321  2.627
C  4.305  3.974  3.107
C  5.404  4.155  2.281
C  5.361  3.681  0.976
C  4.228  3.032  0.504
C  0.822  3.160  -0.588
C  1.527  4.264  -1.062
C  0.984  5.088  -2.041
C  -0.272  4.817  -2.566
C  -0.990  3.727  -2.094
C  -0.452  2.916  -1.105
P  0.272  -1.599  -0.911
C  -0.223  -1.027  0.789
C  -1.390  -0.259  0.845
C  -1.861  0.260  2.041
C  -1.173  0.003  3.221
C  -0.020  -0.767  3.185
C  0.454  -1.275  1.980
C  1.583  -2.797  -0.430
C  2.944  -2.716  -0.702
C  3.805  -3.756  -0.351
C  3.315  -4.882  0.287
C  1.952  -4.979  0.559
C  1.094  -3.957  0.193
H  1.865  -0.436  -2.270
H  0.578  0.606  -1.778
H  3.100  0.981  -0.880
H  2.635  -0.216  0.325
H  2.322  3.168  3.277
H  4.330  4.335  4.128
H  6.288  4.660  2.651
H  6.215  3.818  0.323
H  4.216  2.676  -0.519
H  2.508  4.491  -0.665
H  1.549  5.941  -2.399
H  -0.689  5.452  -3.338
H  -1.969  3.501  -2.496
H  -1.029  2.076  -0.734
H  -1.944  -0.112  -0.077
H  -2.782  0.830  2.059
H  -1.547  0.382  4.165
H  0.510  -0.986  4.106
H  1.351  -1.883  1.976
H  3.347  -1.845  -1.203
H  4.862  -3.681  -0.579
H  3.987  -5.688  0.558
H  1.556  -5.865  1.041
H  0.023  -4.045  0.362

Löwdin population analysis, charges in e, atoms 1 to 2:
1 Pd 0.37
2 I 0.77

[2]
Computed, not measured: C35H28Br2N5O2PW as an isolated structure in a non-equilibrium geometry, with ωB97M-V/def2-TZVPD.

Output
Spin multiplicity: 1
Kohn-Sham gap (alpha / beta) (eV): 6.246 / 6.153
Total charge: +2
Highest occupied orbital energy (alpha / beta) (eV): -13.707 / -13.458

Geometry (Å):
W  0.120  -0.232  -1.257
C  0.739  -0.300  -3.920
C  2.240  -0.494  -3.663
C  2.565  -1.962  -3.366
C  2.701  0.440  -2.525
C  4.215  0.443  -2.241
O  4.306  0.277  -0.829
C  3.099  0.048  -0.335
N  2.132  0.043  -1.227
C  2.997  -0.150  1.099
C  4.209  -0.273  1.797
C  4.240  -0.398  3.171
C  3.057  -0.398  3.897
C  1.851  -0.284  3.231
C  1.795  -0.167  1.842
P  0.125  0.040  1.140
C  -0.474  1.591  1.865
C  -0.140  2.781  1.217
C  -0.560  3.990  1.742
C  -1.291  4.017  2.921
C  -1.587  2.837  3.588
C  -1.183  1.621  3.066
C  -0.865  -1.304  1.849
C  -2.243  -1.142  2.000
C  -3.004  -2.173  2.522
C  -2.404  -3.381  2.850
C  -1.045  -3.566  2.638
C  -0.273  -2.533  2.141
H  0.449  -0.829  -4.829
H  0.498  0.761  -4.063
H  0.099  -0.757  -3.086
H  2.773  -0.191  -4.571
H  2.261  -2.237  -2.350
H  3.630  -2.161  -3.467
H  2.053  -2.609  -4.075
H  2.352  1.466  -2.741
H  4.706  1.381  -2.507
H  4.743  -0.387  -2.718
H  5.131  -0.263  1.238
H  5.185  -0.483  3.681
H  3.070  -0.490  4.974
H  0.924  -0.279  3.789
H  0.473  2.757  0.319
H  -0.297  4.908  1.243
H  -1.605  4.957  3.346
H  -2.126  2.861  4.521
H  -1.402  0.705  3.596
H  -2.711  -0.201  1.736
H  -4.062  -2.029  2.687
H  -2.994  -4.177  3.274
H  -0.580  -4.512  2.874
H  0.791  -2.663  1.991
Br  -0.152  4.644  -2.313
C  -1.597  3.491  -1.920
C  -2.911  3.949  -1.845
C  -3.955  3.082  -1.589
Br  -5.721  3.761  -1.508
C  -3.719  1.692  -1.403
C  -4.704  0.712  -1.185
C  -4.321  -0.610  -1.072
C  -2.977  -0.962  -1.150
N  -1.998  -0.063  -1.327
C  -2.377  1.248  -1.457
C  -1.305  2.146  -1.703
O  -0.103  1.616  -1.714
H  -3.115  4.997  -2.003
H  -5.743  0.996  -1.117
H  -5.064  -1.378  -0.924
H  -2.673  -2.000  -1.071
N  1.674  -6.584  -1.191
C  1.109  -5.612  -0.965
N  0.463  -4.526  -0.695
C  0.358  -3.339  -0.911
N  0.148  -2.160  -1.015

Löwdin population analysis, charges in e, atoms 1 to 2:
1 W 1.45
2 C -0.06

[3]
Computed, not measured: C35H28Br3I2N3O2STc as an isolated structure in a non-equilibrium geometry, with ωB97M-V/def2-TZVPD.

Output
Spin multiplicity: 2
Kohn-Sham gap (alpha / beta) (eV): 4.628 / 5.191
Total charge: +2
Highest occupied orbital energy (alpha / beta) (eV): -13.215 / -13.218

Geometry (Å):
Tc  0.824  1.055  -0.096
I  4.070  -0.061  2.660
C  4.288  1.979  2.057
I  2.389  2.918  1.552
H  4.912  2.020  1.168
H  4.718  2.544  2.880
Br  -4.745  -1.382  -2.874
C  -3.108  -0.848  -2.110
C  -1.977  -0.656  -2.905
C  -0.817  -0.228  -2.298
N  -0.724  0.041  -0.991
C  -1.815  -0.146  -0.209
C  -3.004  -0.629  -0.741
C  -1.680  0.203  1.216
C  -2.745  0.211  2.111
C  -2.510  0.542  3.443
Br  -3.931  0.597  4.685
C  -1.205  0.808  3.854
C  -0.214  0.799  2.896
N  -0.438  0.538  1.611
H  -2.008  -0.838  -3.967
H  0.077  -0.074  -2.889
H  -3.858  -0.811  -0.110
H  -3.755  0.006  1.799
H  -0.971  1.025  4.883
H  0.810  1.008  3.177
C  -1.590  -5.142  1.114
C  -0.671  -4.366  2.073
C  -0.167  -5.304  3.179
C  -1.476  -3.244  2.735
C  0.505  -3.836  1.282
C  1.483  -4.727  0.813
C  2.591  -4.297  0.118
C  2.724  -2.942  -0.141
S  3.985  -2.131  -1.009
C  3.108  -0.663  -0.845
N  1.971  -0.731  -0.149
C  1.735  -2.027  0.263
C  0.639  -2.488  0.984
C  3.431  0.565  -1.502
C  4.610  0.795  -2.211
C  4.755  1.985  -2.894
C  3.726  2.923  -2.888
C  2.583  2.705  -2.137
C  2.391  1.519  -1.439
H  -2.406  -5.594  1.673
H  -1.049  -5.934  0.604
H  -2.013  -4.479  0.361
H  -0.986  -5.559  3.845
H  0.611  -4.819  3.763
H  0.231  -6.230  2.780
H  -2.272  -3.681  3.332
H  -1.941  -2.590  1.998
H  -0.840  -2.657  3.396
H  1.378  -5.782  1.004
H  3.337  -4.991  -0.231
H  -0.102  -1.780  1.306
H  5.392  0.049  -2.221
H  5.670  2.194  -3.425
H  3.832  3.840  -3.446
H  1.820  3.466  -2.091
Br  -3.307  7.300  -4.578
C  -2.698  5.951  -3.384
C  -3.626  5.163  -2.709
C  -3.176  4.202  -1.829
C  -1.807  4.033  -1.612
C  -0.889  4.821  -2.304
C  -1.330  5.779  -3.191
C  -1.388  2.988  -0.646
O  -2.222  2.331  -0.029
O  -0.124  2.771  -0.515
H  -4.683  5.308  -2.865
H  -3.869  3.581  -1.281
H  0.168  4.702  -2.127
H  -0.629  6.401  -3.725

Löwdin population analysis, charges in e, atoms 1 to 2:
1 Tc 1.47
2 I 0.84

Q: Which formula does entry 3 have?
A: C35H28Br3I2N3O2STc